<w>
# C3H4FN

A structure of composition C3H4FN (ωB97M-V with the def2-TZVPD basis set, the Open Molecules 2025 dataset).

Positions of all 9 atoms, in Å:
C -0.61515 0.03851 -1.05768
C -0.38665 -0.03876 0.94876
C 0.58437 0.17385 -0.33936
N -1.39532 -0.14041 -0.05347
F 1.58807 1.14342 -0.47289
H -0.76012 0.40904 -2.06441
H -0.15310 -0.95264 1.62357
H -0.50058 0.84037 1.58202
H 1.63848 -1.47337 -0.16655

Results
Net charge: 0
LUMO (spin up / spin down) in eV: -0.70 / -0.71
HOMO level (spin up / spin down) in eV: -9.50 / -9.27
HOMO-LUMO gap (spin up / spin down) in eV: 8.803 / 8.567

<x>
# C3H4FN

An isolated molecule of C3H4FN (ωB97M-V with the def2-TZVPD basis set, the Open Molecules 2025 dataset).

Positions of all 9 atoms, in Å:
C -0.66956 1.31848 -1.75235
C 0.07524 0.16391 0.27377
C -0.84980 0.18252 -0.85133
N -0.36258 2.09702 -2.54076
F -2.18894 0.05924 -0.30735
H 0.23024 1.12835 1.01089
H 1.03640 -0.05005 -0.01877
H -0.42756 -0.55403 1.02318
H -0.69011 -0.71595 -1.50370

Results
Net charge: 0
LUMO in eV: 0.75
HOMO level in eV: -12.24
HOMO-LUMO gap in eV: 12.987

Q: Which of them is the least stable? A: <w>.

<w>
# C5H16N3

A cluster of 2 separate species, C5H16N3 in total (ωB97M-V with the def2-TZVPD basis set, the Open Molecules 2025 dataset).

Positions of all 24 atoms, in Å:
C -0.41437 1.66707 -1.12936
N -0.03700 2.21755 -2.46187
C 0.92861 1.40054 -0.34067
N 0.60978 1.01244 1.11285
H -1.03345 0.77122 -1.22276
H -1.00410 2.41150 -0.54352
H -0.09503 1.52576 -3.21651
H -0.65927 2.99058 -2.74476
H 1.50474 2.29799 -0.36075
H 1.49596 0.57427 -0.76203
H 1.47765 0.78928 1.61765
H 0.11803 1.74285 1.63319
H 0.12571 0.09711 1.17599
C -2.14950 -1.29516 0.42785
C -0.69555 -1.51724 0.18649
C 0.16388 -1.91696 1.15097
N 1.58024 -2.13566 1.00599
H -2.42527 -1.75092 1.38536
H -2.33892 -0.19650 0.58347
H -2.78265 -1.69848 -0.37576
H -0.26507 -1.31552 -0.81580
H -0.28887 -2.21800 2.11086
H 2.11760 -2.17673 1.87309
H 1.98336 -1.53422 0.29182

Results
Net charge: +1
LUMO in eV: -3.25
HOMO level in eV: -12.38
HOMO-LUMO gap in eV: 9.137

<x>
# C5H16N3

A cluster of 2 separate species, C5H16N3 in total (ωB97M-V with the def2-TZVPD basis set, the Open Molecules 2025 dataset).

Positions of all 24 atoms, in Å:
C 0.48256 -2.57559 -0.45752
C -0.67013 -1.65037 -0.69275
C -0.88485 -1.03454 -1.85676
N -1.51486 -1.42842 0.42629
H 1.17084 -2.51845 -1.29815
H 1.04945 -2.30856 0.43993
H 0.14770 -3.60538 -0.32783
H -1.72610 -0.37205 -1.98377
H -0.18867 -1.20669 -2.66360
H -1.58893 -2.24762 1.01415
H -2.43647 -1.12617 0.14650
H -0.33206 0.35584 0.63921
C 0.76332 1.21208 2.20360
N 0.50955 0.93872 0.76312
C 0.39325 2.25421 -0.03650
N 0.23727 2.07350 -1.43106
H 0.74714 0.27266 2.74496
H 1.70133 1.74705 2.31047
H -0.02234 1.84728 2.60596
H 1.30294 0.42702 0.37073
H 1.31988 2.77912 0.20568
H -0.43288 2.78552 0.42621
H 0.69966 1.26575 -1.82212
H -0.72760 2.11510 -1.72674

Results
Net charge: +1
LUMO in eV: -2.95
HOMO level in eV: -12.47
HOMO-LUMO gap in eV: 9.520

<y>
# C5H16N3

A cluster of 2 separate species, C5H16N3 in total (ωB97M-V with the def2-TZVPD basis set, the Open Molecules 2025 dataset).

Positions of all 24 atoms, in Å:
C -0.71596 2.55326 -1.30757
C 0.72875 2.42151 -1.78991
H -1.15444 1.63764 -0.88610
H -0.73896 3.13057 -0.38268
H -1.43455 2.99987 -1.98791
H 0.86680 1.68723 -2.58330
H 1.27343 2.23921 -0.86397
H 1.08398 3.33517 -2.23755
C -0.85588 -0.63643 1.34829
C -1.08946 -0.76750 2.82915
C 0.72048 -1.68484 -0.25578
N 0.27232 -1.50968 0.97411
N 0.23223 -0.96883 -1.25571
N 1.74484 -2.51208 -0.46559
H -1.71874 -0.96351 0.76671
H -0.67729 0.38966 1.01722
H -1.40853 -1.79640 3.00559
H -1.88189 -0.08161 3.13898
H 0.74981 -1.87081 1.78350
H -0.42912 -0.22061 -1.14640
H 0.54552 -1.21307 -2.18059
H 1.91696 -3.25350 0.18917
H 2.30890 -2.38471 -1.28726
H -0.33920 -0.53056 3.57761

Results
Net charge: +1
LUMO in eV: -2.90
HOMO level in eV: -14.69
HOMO-LUMO gap in eV: 11.782

<z>
# C5H16N3

A cluster of 2 separate species, C5H16N3 in total (ωB97M-V with the def2-TZVPD basis set, the Open Molecules 2025 dataset).

Positions of all 24 atoms, in Å:
C -0.18992 -0.46302 2.23959
N 1.34911 -2.70666 1.92133
C 0.99800 -1.91853 0.86938
N 0.33851 -0.81454 0.91679
H -0.94123 0.31708 2.17081
H 0.59632 -0.06443 2.89153
H -0.60816 -1.34171 2.73073
H 1.44454 -2.27953 2.82631
H 2.13313 -3.30488 1.68628
H 1.27014 -2.24855 -0.12891
C -2.29254 0.76773 -0.87064
C -1.03931 1.59849 -1.12014
N 0.13374 0.65006 -1.32347
C 1.37533 1.28877 -1.83025
H -2.20839 0.20715 0.05752
H -3.12112 1.46229 -0.72662
H -2.50076 0.13237 -1.72621
H -1.12731 2.13764 -2.05977
H -0.75313 2.20345 -0.26809
H -0.15805 -0.04005 -2.01211
H 0.26716 0.11395 -0.37692
H 1.35343 1.45600 -2.90530
H 2.20133 0.60506 -1.64342
H 1.47920 2.24185 -1.31842

Results
Net charge: +1
LUMO in eV: -2.58
HOMO level in eV: -13.34
HOMO-LUMO gap in eV: 10.765

Q: Which of them is the least stable? A: <w>.

<w>
# C5H16N3

A cluster of 2 separate species, C5H16N3 in total (ωB97M-V with the def2-TZVPD basis set, the Open Molecules 2025 dataset).

Positions of all 24 atoms, in Å:
N -1.50855 0.89961 -1.76546
C -0.23837 1.24054 -1.12481
C 0.88358 1.39003 -2.13265
N 2.16017 1.36662 -1.40540
H -1.69523 1.55026 -2.51956
H -2.27486 1.02018 -1.11476
H 0.06933 0.40835 -0.49303
H -0.28823 2.13789 -0.49427
H 0.85811 0.53165 -2.80222
H 0.72610 2.28855 -2.73869
H 2.92792 1.32191 -2.06401
H 2.28544 2.24817 -0.91602
C -1.95392 -0.76171 2.11772
C -0.68535 -1.56027 2.36172
C 1.06131 -1.82571 0.66588
N 0.38485 -1.10093 1.45631
H -1.80066 0.29556 2.32878
H -2.29109 -0.87733 1.09194
H -2.73622 -1.12327 2.77868
H -0.31833 -1.42955 3.37836
H -0.82657 -2.61966 2.17794
H 1.81235 -1.35153 0.04136
H 0.86272 -2.88847 0.63076
H 0.56611 -0.10001 1.43134

Results
Net charge: +1
LUMO in eV: -4.74
HOMO level in eV: -12.59
HOMO-LUMO gap in eV: 7.849

<x>
# C5H16N3

A cluster of 2 separate species, C5H16N3 in total (ωB97M-V with the def2-TZVPD basis set, the Open Molecules 2025 dataset).

Positions of all 24 atoms, in Å:
C -2.33778 -0.42383 -0.59671
C 1.14264 -0.98722 -2.27645
C -1.31613 -0.84991 -1.65050
C 0.12099 -0.56114 -1.22265
H -3.36496 -0.64428 -0.93273
H -2.25485 0.65939 -0.40606
H -2.15344 -0.96246 0.34801
H 0.95831 -0.44860 -3.22117
H 1.05970 -2.07044 -2.46710
H 2.16982 -0.76678 -1.94043
H -1.41878 -1.93465 -1.84614
H -1.51997 -0.31615 -2.59864
H 0.22364 0.52359 -1.02701
H 0.32483 -1.09491 -0.27451
C 0.83660 0.98774 2.01121
N 1.75677 0.62912 1.11644
N 1.20881 1.54580 3.16272
N -0.45579 0.78830 1.75447
H 1.47104 0.20073 0.23249
H 2.74886 0.78222 1.31352
H 2.20089 1.69889 3.35981
H 0.50244 1.82109 3.84959
H -1.16215 1.06360 2.44133
H -0.74151 0.35992 0.87052

Results
Net charge: +1
LUMO in eV: -3.02
HOMO level in eV: -14.93
HOMO-LUMO gap in eV: 11.909

Q: Which of them is the least stable? A: <w>.

<w>
# C2H2ClFO2

A cluster of 2 separate species, C2H2ClFO2 in total (ωB97M-V with the def2-TZVPD basis set, the Open Molecules 2025 dataset).

Positions of all 8 atoms, in Å:
C 1.99166 -0.79175 -0.13271
C -1.47074 0.59129 0.44685
O 0.88313 -0.86727 -0.75781
O -2.14195 -0.38265 0.53438
F -1.77436 1.48799 -0.57930
Cl 2.32126 0.75613 0.49636
H -0.71716 0.89710 1.21995
H 0.90815 -1.69084 -1.22773

Results
Net charge: 0
LUMO in eV: 0.32
HOMO level in eV: -9.47
HOMO-LUMO gap in eV: 9.783

<x>
# C2H2ClFO2

An isolated molecule of C2H2ClFO2 (ωB97M-V with the def2-TZVPD basis set, the Open Molecules 2025 dataset).

Positions of all 8 atoms, in Å:
C -0.62112 0.59224 0.03333
C 0.53457 -0.28306 -0.54861
H -0.56694 -0.54031 1.57455
H 0.70062 0.05643 -1.57840
O -1.00354 0.33545 1.36662
O -1.11533 1.42246 -0.66885
F 0.02798 -1.54922 -0.55383
Cl 2.04375 -0.03398 0.37520

Results
Net charge: 0
LUMO in eV: 0.56
HOMO level in eV: -11.11
HOMO-LUMO gap in eV: 11.671

Q: Which of them is the least stable? A: <w>.

<w>
# C6H15N3

An isolated molecule of C6H15N3 (ωB97M-V with the def2-TZVPD basis set, the Open Molecules 2025 dataset).

Positions of all 24 atoms, in Å:
C 0.07662 0.63235 0.49642
C 1.43924 0.95596 -0.13648
C 0.24703 0.14568 1.94268
C -0.74186 2.12874 0.59802
N -0.07258 -1.63547 -0.79570
C -0.75803 -0.29894 -0.34167
N 0.23092 -1.75161 -2.13936
N 0.92701 -2.21976 -0.05413
C -2.01719 -0.13900 -0.77147
H 0.98381 -1.10029 -2.36848
H -0.57408 -1.47648 -2.69716
H 0.50784 -2.62707 0.77969
H 1.29052 -3.01094 -0.58680
H 2.11723 0.09743 -0.11169
H 1.94207 1.76363 0.40683
H 1.32737 1.26646 -1.18004
H 0.94681 -0.69089 2.01702
H 0.65648 0.94099 2.57562
H -0.70934 -0.16910 2.37155
H -0.09831 2.81804 1.15198
H -0.92065 2.54133 -0.39816
H -1.68235 2.02036 1.14386
H -2.49714 -0.92287 -1.34974
H -2.62144 0.73144 -0.55281

Results
Net charge: 0
LUMO in eV: 0.90
HOMO level in eV: -7.13
HOMO-LUMO gap in eV: 8.025

<x>
# C6H15N3

A cluster of 2 separate species, C6H15N3 in total (ωB97M-V with the def2-TZVPD basis set, the Open Molecules 2025 dataset).

Positions of all 24 atoms, in Å:
C -2.13747 -1.02580 -0.95104
N 0.28796 -0.20899 -1.03357
C -0.78463 -0.92234 -0.28695
N -0.14784 0.68911 -2.06730
C -0.40373 -1.96392 0.49737
H 0.88535 -0.90642 -1.49101
H 0.60344 1.37991 -2.14154
H -0.96517 1.17559 -1.70837
H -2.04888 -1.51385 -1.92370
H -2.78659 -1.65781 -0.34746
H -2.66189 -0.07979 -1.07233
H 0.53540 -2.04749 1.01706
H -1.10897 -2.69967 0.84963
C 1.95539 0.06329 1.26319
C -0.67094 1.18947 1.11236
C 1.23221 0.75068 0.14005
N 1.73900 1.71015 -0.51905
H 2.68577 1.93121 -0.22325
H 1.28843 -0.51964 1.89145
H 2.76707 -0.56223 0.87959
H -0.24516 1.15488 2.11541
H -1.73913 0.99959 1.20519
H -0.65873 2.25402 0.86045
H 2.37910 0.81006 1.93384

Results
Net charge: 0
LUMO in eV: 0.71
HOMO level in eV: -7.13
HOMO-LUMO gap in eV: 7.836

<y>
# C6H15N3

A cluster of 2 separate species, C6H15N3 in total (ωB97M-V with the def2-TZVPD basis set, the Open Molecules 2025 dataset).

Positions of all 24 atoms, in Å:
C -1.55772 0.63706 2.01558
C -0.53077 -1.60794 -0.81599
N -1.33620 0.15224 0.66281
C -0.16056 -0.78121 0.41042
C 0.44396 -1.48737 1.43226
H -2.20509 -0.16755 0.24807
H -0.69214 1.21909 2.34189
H -1.68155 -0.18109 2.73388
H -2.42564 1.29549 2.04536
H -0.86172 -0.96108 -1.63042
H -1.36817 -2.26859 -0.58707
H 0.31780 -2.18905 -1.16672
H 0.71394 -1.02392 2.36871
H 0.65369 -2.53993 1.32773
N 2.25092 0.26972 -0.59291
N 0.52683 1.48199 -2.51823
C 0.98030 0.81033 -0.23874
C 0.21888 1.54181 -1.18945
H -0.14816 1.79783 -3.19570
H 2.86796 0.28471 0.21379
H 2.27718 -0.69792 -0.89665
H 1.12745 0.71355 -2.78781
H 1.00123 1.33498 0.71484
H -0.41240 2.36686 -0.89566

Results
Net charge: 0
LUMO (spin up / spin down) in eV: 0.74 / 0.74
HOMO level (spin up / spin down) in eV: -6.46 / -6.46
HOMO-LUMO gap (spin up / spin down) in eV: 7.203 / 7.200

Q: Which of them is the least stable? A: <x>.

<w>
# C12H11NO

An isolated molecule of C12H11NO (ωB97M-V with the def2-TZVPD basis set, the Open Molecules 2025 dataset).

Positions of all 25 atoms, in Å:
N -3.70575 2.00686 0.60210
O -3.07337 1.28516 -0.46212
C -2.88387 2.09458 1.66455
C -1.62247 1.57110 1.24303
C -1.88199 0.92394 0.02101
C -0.94468 0.06829 -0.68844
C 0.13852 -0.52606 -0.04507
C 3.48952 -2.32025 -1.98431
C 2.94909 -2.96704 -0.90168
C 3.01691 -1.13359 -2.47604
C 1.72190 -2.40071 -0.43165
C 1.87178 -0.48212 -1.90592
C 1.23595 -1.11832 -0.84287
C -3.07592 2.83127 3.02563
H -0.84155 1.37423 1.91793
H -1.10404 -0.01809 -1.75734
H 0.21351 -0.51021 1.05423
H 4.51570 -2.70803 -2.33867
H 3.41753 -3.79214 -0.40842
H 3.35654 -0.71865 -3.38236
H 1.22699 -2.95281 0.35055
H 1.41876 0.40438 -2.29275
H -2.15664 2.76904 3.56375
H -3.93812 2.42131 3.61525
H -3.34431 3.89787 2.85963

Results
Net charge: 0
LUMO in eV: -0.03
HOMO level in eV: -8.44
HOMO-LUMO gap in eV: 8.412

<x>
# C12H11NO

An isolated molecule of C12H11NO (ωB97M-V with the def2-TZVPD basis set, the Open Molecules 2025 dataset).

Positions of all 25 atoms, in Å:
C -2.36078 -0.71670 0.76153
C -2.45485 -0.90487 2.11984
C -1.45253 0.16120 0.16073
C -1.47136 -0.38364 2.95139
C -0.43235 0.61356 0.99282
C -0.46412 0.36963 2.35732
C 1.59499 -0.17549 -2.15564
C 1.14968 1.77150 -0.75384
C 1.43568 1.45906 1.77636
C 0.74901 1.37130 0.64097
C 1.33143 -0.96262 -3.04947
C 1.01740 -2.02844 -3.95945
N 0.73830 0.95301 2.88209
O 2.07045 0.80159 -1.35726
H -3.09732 -0.95536 0.04717
H -3.17201 -1.57694 2.47657
H -1.62430 0.34462 -0.85530
H -1.63922 -0.52746 4.02462
H 1.70263 2.68944 -0.80331
H 0.18575 1.85381 -1.33450
H 2.53348 1.79806 1.89115
H 0.48557 -2.86426 -3.61127
H 1.86153 -2.38842 -4.55586
H 0.22730 -1.56845 -4.55576
H 1.08563 0.86586 3.90910

Results
Net charge: 0
LUMO in eV: 0.89
HOMO level in eV: -8.10
HOMO-LUMO gap in eV: 8.999

Q: Which of them is the least stable? A: <x>.